Entry 1:
This record from the OMol25 dataset describes a single C5H11NO2 molecule at a distorted geometry. The level of theory is ωB97M-V with the def2-TZVPD basis set.

Last columns: bonded neighbours and bond lengths (Å).
Element x y z (Å)
1 C 0.630 2.038 0.629  C2 1.588, H9 1.089, H10 1.114, H11 1.122
2 C -0.446 1.143 1.379  C1 1.588, C3 1.550, H12 1.124, H13 1.024
3 C -1.261 0.532 0.211  C2 1.550, N4 1.522, H14 1.115, H15 1.025
4 N -1.292 -0.982 0.058  C3 1.522, C5 1.502, H16 1.126
5 C -0.461 -1.612 -1.022  N4 1.502, C6 1.524, H17 1.041, H18 1.110
6 C 1.035 -1.670 -0.733  C5 1.524, O7 1.200, O8 1.397
7 O 1.618 -2.124 0.213  C6 1.200
8 O 1.683 -1.226 -1.888  C6 1.397, H19 0.969
9 H 1.548 1.457 0.559  C1 1.089
10 H 0.976 2.989 1.095  C1 1.114
11 H 0.193 2.288 -0.374  C1 1.122
12 H -1.084 1.730 2.094  C2 1.124
13 H 0.108 0.512 1.965  C2 1.024
14 H -2.329 0.807 0.373  C3 1.115
15 H -1.064 0.984 -0.688  C3 1.025
16 H -0.844 -1.436 0.986  N4 1.126
17 H -0.811 -2.592 -1.050  C5 1.041
18 H -0.804 -1.335 -2.041  C5 1.110
19 H 2.604 -1.504 -1.766  O8 0.969

**Net charge**: 0
**Gap between HOMO and LUMO**: 0.3595 Eh
**LUMO**: 0.8 eV
**SMILES string**: CCCNCC(=O)O
**HOMO energy**: -9.01 eV

=====

Entry 2:
This record from the OMol25 dataset describes 2 unconnected molecules or ions with the total composition CHNOS2 at a distorted geometry. The level of theory is ωB97M-V with the def2-TZVPD basis set.

Last columns: bonded neighbours and bond lengths (Å).
Element x y z (Å)
1 O -1.810 -1.069 1.202  C2 1.137
2 C -2.594 -0.598 0.526  O1 1.137, S3 1.525
3 S -3.330 0.126 -0.596  C2 1.525
4 N -0.306 -1.662 -0.964  S5 1.551, H6 0.984
5 S 0.453 -1.306 0.341  N4 1.551
6 H 0.082 -1.323 -1.803  N4 0.984

**Net charge**: 0
**Gap between HOMO and LUMO (alpha / beta)**: 0.2702 / 0.2673 Eh
**LUMO (alpha / beta)**: -1.0 / -1.1 eV
**SMILES string**: O=C=S.N=S
**HOMO energy (alpha / beta)**: -8.35 / -8.41 eV

=====

Entry 3:
This record from the OMol25 dataset describes a gas-phase ion, C6H10NO (charge +1) at a distorted geometry. The level of theory is ωB97M-V with the def2-TZVPD basis set.

Last columns: bonded neighbours and bond lengths (Å).
Element x y z (Å)
1 C -1.214 0.757 -1.958  C2 1.272, H9 1.161, H10 1.189
2 C -0.506 0.371 -0.975  C1 1.272, N3 1.460
3 N 0.108 -0.053 0.280  C2 1.460, C4 1.463, C6 1.499
4 C -0.440 -1.130 1.105  N3 1.463, C5 1.525, H11 1.046, H12 1.141
5 C -0.858 -2.257 0.167  C4 1.525, H13 1.076, H14 1.093, H15 1.033
6 C 1.365 0.655 0.687  N3 1.499, C7 1.465, O8 1.197
7 C 1.550 2.039 0.244  C6 1.465, H16 1.114, H17 1.052, H18 1.151
8 O 2.143 0.094 1.403  C6 1.197
9 H -1.983 1.584 -1.690  C1 1.161
10 H -1.039 0.436 -3.089  C1 1.189
11 H 0.361 -1.264 1.764  C4 1.046
12 H -1.317 -0.640 1.645  C4 1.141
13 H -0.127 -2.760 -0.443  C5 1.076
14 H -1.222 -3.077 0.792  C5 1.093
15 H -1.658 -2.043 -0.451  C5 1.033
16 H 2.634 2.259 0.382  C7 1.114
17 H 1.001 2.621 0.927  C7 1.052
18 H 1.202 2.408 -0.789  C7 1.151

**Net charge**: +1
**Gap between HOMO and LUMO**: 0.3476 Eh
**LUMO**: -5.8 eV
**SMILES string**: C=C=[N+](CC)C(C)=O
**HOMO energy**: -15.30 eV

=====

For each record above, in turn, the calculated ΔE to the lowest compared entry with this formula, charge and spin values are 202.1, 88.7, 289.1 kJ/mol.
For each record above, in turn, the calculated energy values are -10947.1726, -26258.9680, -9911.3969 eV.